[1]
A molecular structure, C6H10N2O2Ti, computed with ωB97M-V/def2-TZVPD.

The calculation puts the energy at -36547.992 eV. Its charge is +2.

Structure (XYZ):
```
21
C6H10N2O2Ti, DFT ωB97M-V/def2-TZVPD
C 1.808 -1.997 0.773
C 2.190 -1.255 -0.129
O 2.070 -0.324 -1.206
C 1.865 0.946 -0.689
O 2.920 1.703 -0.572
N 0.578 1.534 -0.310
C 0.060 1.003 1.002
C -1.333 0.238 0.893
C -1.309 -1.055 -0.046
N -2.571 -1.176 -0.862
H 1.455 -2.765 1.524
H -0.121 1.501 -1.064
H 0.779 0.331 1.555
H -0.119 1.899 1.690
H -1.688 -0.119 1.917
H -2.088 0.960 0.437
H -0.435 -1.014 -0.780
H -1.146 -2.004 0.570
H -2.866 -0.231 -1.151
H -2.272 -1.633 -1.737
Ti 2.260 3.281 -1.715
```

Results of the Löwdin charge analysis, in e, for atoms 1 through 5:
1. C 0.1840
2. C -0.0864
3. O 0.0744
4. C -0.3618
5. O -0.0175

=====

[2]
A molecular structure, C6H10N2O3, computed with ωB97M-V/def2-TZVPD.

The energy above the lowest of the compared OMol25 structures with the same formula, charge and spin is 158.32 kcal per mole.

Structure (XYZ):
```
21
C6H10N2O3, DFT ωB97M-V/def2-TZVPD
C 1.394 -0.103 0.579
C -1.256 0.823 -0.139
C -0.447 -1.572 -0.052
C -0.093 1.161 0.823
C -0.872 -0.422 -0.958
C 0.239 -0.236 -2.029
N 2.488 0.433 0.770
N -0.224 0.826 2.191
O -0.995 -0.034 2.630
O 0.554 1.440 2.904
O 0.916 -1.312 0.439
H -2.297 0.647 0.394
H -1.426 1.631 -0.788
H -1.301 -1.631 0.739
H -0.243 -2.423 -0.602
H 0.528 1.969 0.682
H -1.710 -0.786 -1.404
H -0.013 -0.712 -2.921
H 1.160 -0.405 -1.642
H 0.296 0.811 -2.304
H 3.304 -0.105 0.690
```

Results of the Löwdin charge analysis, in e, for atoms 1 through 5:
1. C -0.3374
2. C -0.0914
3. C -0.0828
4. C -0.0447
5. C -0.3270

=====

[3]
C6H10N2O5 in the gas phase, computed with ωB97M-V/def2-TZVPD.

The energy above the lowest of the compared OMol25 structures with the same formula, charge and spin is 90.47 kcal per mole. Its SMILES is N[C@@H](CC(=O)O)C(=O)NCC(=O)O.

Structure (XYZ):
```
23
C6H10N2O5, DFT ωB97M-V/def2-TZVPD
C -0.050 0.084 1.308
C 0.745 1.194 0.411
C -1.399 -0.482 0.693
C -2.853 0.287 0.929
C 1.275 -0.858 -0.943
C 2.124 -1.161 -2.330
H -0.216 -0.218 3.404
H 0.052 1.415 2.798
H 0.532 -0.822 1.471
H -1.175 -0.174 -0.360
H -1.543 -1.558 0.423
H -1.808 1.103 2.376
H 2.095 0.922 -1.166
H 0.308 -1.322 -1.025
H 1.844 -1.387 -0.167
H 2.598 -2.936 -1.661
N -0.194 0.485 2.667
N 1.363 0.568 -0.624
O 0.570 2.329 0.639
O -3.811 -0.171 0.391
O -2.718 1.043 1.997
O 1.917 -0.444 -3.236
O 2.803 -2.355 -2.391
```

Results of the Löwdin charge analysis, in e, for atoms 1 through 5:
1. C -0.2866
2. C -0.4290
3. C -0.0286
4. C -0.5015
5. C -0.0768

=====

[4]
C6H10N2O5S in the gas phase, computed with ωB97M-V/def2-TZVPD.

The energy above the lowest of the compared OMol25 structures with the same formula, charge and spin is 33.42 kcal per mole. Its SMILES is CN1C(C(=O)O)=CO[C@@H]1NS(C)(=O)=O.

Structure (XYZ):
```
24
C6H10N2O5S, DFT ωB97M-V/def2-TZVPD
C 1.348 1.501 -0.038
C 1.897 0.276 0.032
C 3.253 0.028 0.455
C -0.299 0.001 -0.442
C 1.243 -1.840 -1.031
C -2.951 1.631 0.299
N -1.140 -0.310 0.667
N 0.974 -0.692 -0.231
O 4.114 0.853 0.460
O 3.499 -1.224 1.015
O -3.564 -0.811 1.461
O -3.091 -0.772 -0.929
O 0.052 1.371 -0.407
S -2.834 -0.274 0.374
H 1.594 2.475 0.142
H -0.711 -0.445 -1.291
H 0.948 -1.522 -2.001
H 2.364 -2.043 -1.213
H 0.783 -2.673 -0.745
H -4.047 1.893 0.254
H -2.496 1.965 1.143
H -2.467 1.823 -0.545
H -1.061 0.279 1.457
H 2.592 -1.489 1.115
```

Results of the Löwdin charge analysis, in e, for atoms 1 through 5:
1. C 0.0193
2. C -0.1799
3. C -0.4590
4. C -0.3362
5. C -0.0122